{
  "formula": "C34H75N3O11S5",
  "method": "ωB97M-V with the def2-TZVPD basis set",
  "species": ["C", "C", "N", "H", "H", "H", "C", "C", "N", "H", "H", "H", "C", "C", "N", "H", "H", "H", "C", "S", "O", "C", "H", "H", "H", "H", "H", "H", "C", "S", "O", "C", "H", "H", "H", "H", "H", "H", "C", "S", "O", "C", "H", "H", "H", "H", "H", "H", "C", "S", "O", "C", "H", "H", "H", "H", "H", "H", "C", "S", "O", "C", "H", "H", "H", "H", "H", "H", "C", "C", "O", "C", "H", "H", "H", "H", "H", "H", "C", "C", "O", "C", "H", "H", "H", "H", "H", "H", "C", "C", "O", "C", "H", "H", "H", "H", "H", "H", "C", "C", "O", "C", "H", "H", "H", "H", "H", "H", "C", "C", "O", "C", "H", "H", "H", "H", "H", "H", "C", "C", "O", "C", "H", "H", "H", "H", "H", "H"],
  "coordinates": [[24.25483, -12.34717, -6.31482], [22.79607, -12.22600, -6.43938], [21.66138, -12.11846, -6.56815], [24.66113, -12.18265, -7.30813], [24.54247, -13.34682, -5.98783], [24.56781, -11.66358, -5.52850], [24.00246, -4.59146, -8.27289], [23.05245, -4.86444, -7.19094], [22.31096, -5.07039, -6.33843], [24.99867, -4.77748, -7.88285], [23.89319, -3.55739, -8.59284], [23.73283, -5.26600, -9.08256], [20.07205, -6.72145, -8.20160], [20.50781, -6.14872, -9.47816], [20.85012, -5.69787, -10.47669], [19.23704, -7.39658, -8.37286], [19.78605, -5.91871, -7.52666], [20.92637, -7.25890, -7.79341], [26.31979, -5.23070, -2.52550], [25.94221, -4.22389, -1.04778], [24.65902, -3.51184, -1.35303], [27.27097, -3.01941, -1.32727], [27.39308, -5.39416, -2.48146], [25.97568, -4.69300, -3.40871], [25.71796, -6.13351, -2.50431], [27.19248, -2.52675, -2.29438], [28.21373, -3.56400, -1.24493], [27.25491, -2.26671, -0.54126], [21.80713, -7.07927, -1.37038], [21.77405, -7.33435, 0.42805], [21.81985, -8.82517, 0.65703], [23.45327, -6.73121, 0.68477], [20.84434, -7.01870, -1.81843], [22.40056, -7.91009, -1.73081], [22.36711, -6.15840, -1.52390], [24.14719, -7.18863, -0.02207], [23.73534, -6.87390, 1.72282], [23.48977, -5.66526, 0.43795], [19.58637, -9.04351, -2.11815], [18.34113, -10.31886, -1.71565], [18.47399, -10.67597, -0.27251], [16.90781, -9.20401, -1.77564], [19.67928, -8.39261, -1.25223], [19.22585, -8.46436, -2.96305], [20.53524, -9.54611, -2.29339], [16.96563, -8.49270, -2.59884], [16.96623, -8.60108, -0.86430], [15.98492, -9.77406, -1.73467], [22.48057, -11.09504, -0.60349], [23.15353, -11.49605, -2.23474], [22.35249, -10.70899, -3.22997], [24.75459, -10.65167, -2.01368], [22.55061, -10.01605, -0.34077], [23.04277, -11.65656, 0.14505], [21.42485, -11.36494, -0.60367], [25.29852, -11.23006, -1.26530], [24.66991, -9.63187, -1.64858], [25.23619, -10.66272, -2.98929], [24.68539, -2.35345, -4.25147], [22.88133, -2.43284, -4.20221], [22.44248, -1.19080, -3.49828], [22.72208, -3.77648, -3.00904], [25.01992, -3.12037, -4.96250], [25.14316, -2.44564, -3.27514], [24.99622, -1.44392, -4.76740], [21.68583, -4.10581, -2.95565], [23.10211, -3.45533, -2.03191], [23.33706, -4.63813, -3.28249], [19.29943, -5.56447, -3.56887], [19.02298, -5.09885, -2.15627], [19.78929, -5.33557, -1.23892], [17.69500, -4.45650, -1.83386], [19.57434, -4.74432, -4.23197], [18.53892, -6.26363, -3.91570], [20.18982, -6.18988, -3.51788], [17.39341, -4.78093, -0.84042], [16.95367, -4.67055, -2.60365], [17.77603, -3.36795, -1.77440], [28.54324, -9.63123, 0.17602], [27.42128, -8.74849, -0.33778], [26.71508, -8.11336, 0.41084], [27.11913, -8.80697, -1.81360], [29.07997, -10.03913, -0.68081], [28.16022, -10.44116, 0.79178], [29.22742, -8.99553, 0.73844], [27.84701, -8.25350, -2.41868], [26.17674, -8.31889, -2.01161], [27.18152, -9.82958, -2.18097], [29.63876, -5.87742, -7.32207], [28.39447, -5.64326, -6.48072], [27.75606, -4.62365, -6.63445], [27.92472, -6.65279, -5.46217], [30.10762, -4.92295, -7.53912], [29.32460, -6.43333, -8.20559], [30.35608, -6.49227, -6.77317], [28.43801, -6.40206, -4.53193], [28.15478, -7.68171, -5.74636], [26.84558, -6.57714, -5.36551], [26.60018, -7.17035, -8.93609], [25.39745, -7.94364, -9.40775], [24.28304, -7.67295, -9.00989], [25.60442, -8.99877, -10.45780], [27.12006, -6.71413, -9.77869], [27.25043, -7.86934, -8.40202], [26.28480, -6.41472, -8.22436], [24.66794, -9.48277, -10.73565], [26.17169, -9.81730, -10.00337], [26.05025, -8.59589, -11.36573], [27.55469, -12.35850, -7.97312], [27.72968, -10.93469, -7.49906], [26.75910, -10.22188, -7.35276], [29.11493, -10.38185, -7.23339], [28.52224, -12.85140, -8.05354], [26.98745, -12.38442, -8.90064], [26.99968, -12.91243, -7.21378], [29.29720, -10.31803, -6.15777], [29.20081, -9.36693, -7.61827], [29.88766, -11.02464, -7.65240], [23.95509, -8.43848, -5.98201], [24.06601, -7.89396, -4.57908], [25.13767, -7.66081, -4.04849], [22.76957, -7.45736, -3.94764], [24.90249, -8.33829, -6.50495], [23.22768, -7.82437, -6.51536], [23.57553, -9.46076, -5.98350], [22.33811, -6.73196, -4.63892], [23.03177, -7.01535, -2.99211], [22.17381, -8.37293, -3.89939]],
  "atomic_forces_ev_per_a": [[-0.78, -0.36, 0.19], [0.14, -0.26, 0.10], [0.00, 0.03, -0.05], [0.40, 0.42, 0.22], [-0.23, -0.09, -0.05], [0.35, 0.30, -0.38], [-0.66, -0.08, 0.38], [0.07, 0.19, -0.04], [-0.02, -0.09, -0.04], [0.14, 0.05, -0.22], [0.08, 0.02, 0.01], [0.31, 0.01, -0.12], [0.30, 0.11, -0.40], [-0.16, 0.03, 0.09], [0.07, 0.01, 0.02], [0.01, -0.04, 0.06], [0.01, -0.04, 0.07], [-0.15, -0.09, 0.20], [-0.53, 0.49, 0.60], [0.19, 0.29, -0.64], [1.31, -0.18, 1.09], [0.23, -0.17, 0.30], [-0.02, -0.32, -0.33], [0.41, 0.27, 0.00], [0.27, -0.24, 0.25], [-0.13, -0.16, -0.08], [0.01, 0.05, -0.07], [-0.22, -0.07, 0.06], [1.31, -0.29, 1.50], [-0.18, -0.03, 0.21], [-0.19, 1.21, 0.24], [0.04, 0.56, -0.52], [-0.11, -0.05, -0.04], [-0.24, -0.27, 0.35], [-0.28, 0.14, -0.01], [0.04, -0.47, 0.28], [0.06, -0.20, -0.03], [-0.28, 0.06, 0.25], [-0.57, -0.42, 0.68], [-0.15, 0.25, 0.01], [0.18, 0.04, -0.37], [0.35, 0.56, 0.55], [-0.27, -0.19, 0.15], [0.19, -0.13, -0.29], [-0.01, 0.03, -0.25], [-0.20, -0.37, -0.31], [0.07, -0.16, 0.09], [0.02, -0.08, -0.27], [0.48, 0.13, -0.32], [-0.10, 0.45, 0.54], [0.26, 0.16, -0.02], [-0.65, -0.43, 0.07], [0.08, -0.84, -0.57], [-0.14, -0.19, -0.03], [0.05, -0.20, 0.05], [0.18, -0.09, -0.17], [-0.43, 0.00, -0.09], [0.14, -0.04, 0.07], [0.24, -0.30, -1.04], [0.07, 0.42, 0.31], [-0.13, -0.18, -0.08], [-0.16, -0.25, 0.13], [0.01, -0.34, 0.41], [-0.14, 0.03, 0.08], [-0.39, 0.31, 0.33], [-0.11, 0.21, -0.19], [-0.86, 0.12, -0.71], [-0.03, 0.11, -0.33], [1.08, -0.57, 0.56], [-0.33, -0.27, 0.92], [-0.47, 0.63, -0.63], [-0.01, 0.30, -0.30], [-0.60, 0.01, -0.23], [-0.45, 0.63, -0.32], [0.23, 0.13, -0.03], [-0.14, -0.15, -0.09], [-0.12, -0.10, 0.16], [0.25, -0.01, -0.12], [0.25, 0.59, -0.64], [-0.53, -0.60, 0.04], [0.21, 0.19, 0.03], [0.66, 0.57, -0.18], [0.11, -0.17, 0.15], [-0.05, 0.09, 0.12], [-0.02, -0.21, 0.24], [0.24, 0.02, 0.27], [-0.21, -0.20, -0.11], [-0.21, -0.01, 0.04], [-0.08, -0.37, 1.00], [-0.24, 0.42, -0.25], [0.01, 0.03, -0.05], [0.21, -0.16, -0.61], [-0.15, 0.00, -0.38], [0.16, 0.18, -0.20], [-0.02, -0.09, -0.08], [-0.14, -0.17, 0.15], [0.19, 0.02, 0.07], [0.04, 0.11, 0.32], [-0.11, -0.34, 0.35], [-0.80, 0.51, -0.46], [0.28, -0.14, 0.10], [-0.39, -0.79, 0.24], [0.12, -0.07, 0.03], [0.18, 0.03, -0.19], [0.00, 0.11, -0.06], [-0.21, 0.41, 0.08], [0.53, 0.24, -0.29], [0.39, -0.08, 0.15], [0.55, -0.12, 0.60], [-0.34, 0.48, -0.08], [0.05, 0.00, -0.03], [0.16, -0.36, 0.06], [-0.09, -0.08, -0.36], [0.08, -0.01, -0.06], [-0.15, 0.09, -0.04], [-0.16, -0.09, 0.04], [-0.07, -0.03, -0.11], [0.05, 0.14, -0.06], [0.07, 0.31, 0.16], [-0.30, 0.77, -0.59], [0.06, -0.43, 0.01], [1.31, -0.43, -0.87], [0.09, -0.36, 0.08], [-0.06, -0.09, -0.02], [0.08, -0.05, 0.02], [-0.23, 0.02, 0.14], [-0.17, -0.09, -0.87], [-0.35, 0.25, 0.34]],
  "mulliken_charge": [-0.226, 0.196, -0.498, 0.108, 0.465, 0.001, -0.547, 0.394, -0.325, -0.184, 0.471, 0.179, -0.369, 0.336, -0.491, 0.388, 0.187, -0.035, 0.363, 0.457, -0.651, -1.098, 0.586, -0.031, -0.900, 0.288, 0.364, 0.413, 2.426, 0.212, -0.657, -0.519, -2.250, -0.057, 0.120, -0.178, 0.536, 0.299, -0.013, 0.516, -0.615, -0.881, 0.256, 0.219, -0.386, 0.234, 0.286, 0.381, -0.609, 0.303, -0.535, -0.434, 0.013, 0.469, 0.301, 0.550, -0.354, 0.220, -0.281, 0.481, -0.689, 0.317, 0.002, -0.213, 0.521, -0.228, 0.567, -0.525, -0.382, 0.945, -0.564, -1.424, 0.470, 0.459, -0.574, 0.363, 0.393, 0.327, -1.216, 0.813, -0.520, -0.447, 0.326, 0.299, 0.368, 0.591, -0.631, 0.481, -1.141, 0.543, -0.566, 0.474, 0.354, 0.206, 0.344, 0.474, -0.062, -0.624, 0.508, 0.648, -0.456, -1.371, 0.603, -0.363, -0.470, 0.359, 0.092, 0.402, -1.257, 0.835, -0.231, -1.046, 0.396, 0.299, 0.223, 0.239, 0.117, 0.459, 0.176, 0.072, 0.118, 1.567, -0.332, -0.106, -0.189, -0.330, -1.080, 0.389],
  "charge": 0,
  "e_lumo_ev": -0.2,
  "energy_ha": -4323.068609,
  "homo_lumo_gap_ev": 7.89,
  "relative_energy_kj_mol": 0.0
}